No. 1
Entry from the OMol25 dataset: a structure of composition C29H20Cl3FeNOPS2 (ωB97M-V/def2-TZVPD).

Each line ends with the Löwdin charge.
CARTESIAN COORDINATES (ANGSTROEM)
Fe: -0.34278 -1.31755 0.55055  0.581
Cl: -7.32539 -1.23452 2.11629  0.655
C: -5.75612 -1.49213 1.40811  -0.677
C: -4.62536 -1.36169 2.18636  -0.126
C: -3.40601 -1.54234 1.56781  -0.510
Cl: -1.91628 -1.37959 2.46754  0.772
C: -3.21181 -1.83474 0.21408  -0.485
O: -2.03112 -1.96781 -0.31540  -0.316
C: -4.40741 -1.99072 -0.51362  -0.578
Cl: -4.28409 -2.40042 -2.19048  0.712
C: -5.64939 -1.81533 0.06283  -0.129
H: -4.69419 -1.13179 3.24143  0.112
H: -6.53924 -1.93374 -0.53986  0.107
C: 4.20733 -0.41214 0.44459  -0.050
C: 4.71130 -1.63751 0.04834  -0.049
C: 3.86602 -2.73113 0.01236  -0.004
C: 2.53557 -2.57586 0.37369  -0.221
N: 2.03528 -1.37779 0.71001  0.055
C: 2.86161 -0.32799 0.75572  -0.150
C: 1.56429 -3.67883 0.42675  -0.202
C: 1.94595 -5.01883 0.44517  -0.038
C: 0.98305 -6.01288 0.52134  -0.083
C: -0.36182 -5.67206 0.57991  -0.074
C: -0.74210 -4.33340 0.57175  -0.095
C: 0.22250 -3.33754 0.50280  -0.127
H: 4.82995 0.47097 0.50375  0.110
H: 5.75358 -1.74480 -0.22594  0.112
H: 4.23010 -3.69785 -0.30457  0.109
H: 2.42572 0.60285 1.07128  0.024
H: 2.99482 -5.29163 0.42207  0.102
H: 1.28245 -7.05356 0.53844  0.102
H: -1.11855 -6.44654 0.62603  0.103
H: -1.79165 -4.07525 0.60677  0.091
S: 0.08440 1.12694 1.73614  0.291
P: 0.06318 1.75306 -0.15598  0.137
S: -0.54024 0.26218 -1.35646  0.385
C: 1.67634 2.40520 -0.69298  -0.404
C: 2.40194 1.80793 -1.71647  -0.114
C: 3.61222 2.36074 -2.12291  -0.078
C: 4.09678 3.50489 -1.50637  -0.082
C: 3.37550 4.09985 -0.47636  -0.074
C: 2.16873 3.55313 -0.07176  -0.085
C: -1.01809 3.19017 -0.35594  -0.389
C: -0.98034 3.89624 -1.55843  -0.086
C: -1.80369 4.99534 -1.73983  -0.075
C: -2.66861 5.38954 -0.72468  -0.081
C: -2.71321 4.68215 0.46691  -0.075
C: -1.88699 3.58005 0.65500  -0.097
H: 2.01437 0.91564 -2.19253  0.074
H: 4.17004 1.89758 -2.92749  0.106
H: 5.03635 3.93705 -1.82821  0.103
H: 3.75224 4.99450 0.00333  0.105
H: 1.60591 4.01462 0.73218  0.113
H: -0.30950 3.58218 -2.35027  0.112
H: -1.77173 5.54541 -2.67187  0.105
H: -3.30980 6.25037 -0.86703  0.104
H: -3.39072 4.98783 1.25468  0.105
H: -1.91130 3.02156 1.58143  0.069

Properties
- <S²>: 8.76
- HOMO (spin up / spin down): -7.93 / -7.89 eV
- E_LUMO (spin up / spin down): 0.1871 / -1.1353 eV
- Kohn-Sham gap (spin up / spin down): 8.1163 / 6.7550 eV
- 2S+1: 6

=====

No. 2
Entry from the OMol25 dataset: a structure of composition C29H20ClF5OOsP at a distorted geometry (ωB97M-V/def2-TZVPD).

Each line ends with the Löwdin charge.
CARTESIAN COORDINATES (ANGSTROEM)
C: -1.14798 1.16998 1.00119  -0.153
C: -0.05358 2.05444 0.76976  -0.220
C: 0.17875 2.12707 -0.65961  -0.251
H: 0.43183 2.58183 1.59859  0.108
C: -0.78991 1.24205 -1.30292  -0.222
C: -1.53816 0.60176 -0.27141  -0.231
H: -2.36845 -0.05950 -0.42408  0.124
H: -1.74224 1.02579 1.90189  0.124
H: 0.91125 2.72569 -1.20580  0.113
H: -1.05472 1.07806 -2.34757  0.133
Os: 0.55052 0.14062 -0.08349  1.113
Cl: 0.91786 -1.46541 -1.70629  0.003
P: 3.08157 0.87536 -0.30014  1.034
C: 3.71717 2.19576 -1.49555  -0.351
C: 4.67637 3.21504 -1.21779  -0.071
H: 5.08328 3.37555 -0.20483  0.111
C: 5.15281 4.05062 -2.24426  -0.073
H: 5.82706 4.85880 -1.98778  0.108
C: 4.77463 3.88763 -3.57396  -0.063
H: 5.13528 4.56666 -4.36100  0.119
C: 3.90797 2.82535 -3.85927  -0.075
H: 3.61270 2.66311 -4.88154  0.103
C: 3.39384 1.98652 -2.86331  -0.106
H: 2.76246 1.13006 -3.15379  0.108
C: 3.85149 1.69202 1.19775  -0.349
C: 3.09979 2.76610 1.74493  -0.122
H: 2.16041 3.09942 1.26538  0.079
C: 3.55098 3.44472 2.87529  -0.076
H: 2.90755 4.18651 3.31410  0.103
C: 4.79534 3.16921 3.45149  -0.064
H: 5.12606 3.69109 4.35849  0.117
C: 5.59427 2.21112 2.83319  -0.070
H: 6.57554 2.00003 3.23719  0.108
C: 5.16208 1.48239 1.71233  -0.063
H: 5.86042 0.76542 1.24764  0.111
C: 4.53403 -0.28352 -0.61798  -0.349
C: 5.74364 0.00346 -1.31374  -0.068
H: 5.91578 0.96917 -1.82043  0.110
C: 6.77188 -0.95362 -1.36778  -0.073
H: 7.65915 -0.72870 -1.94546  0.107
C: 6.68386 -2.18384 -0.71951  -0.062
H: 7.49201 -2.92560 -0.78549  0.118
C: 5.51544 -2.43658 0.00916  -0.075
H: 5.41548 -3.37473 0.52535  0.102
C: 4.46107 -1.52172 0.06961  -0.115
H: 3.56793 -1.75624 0.67359  0.099
F: -4.57098 -5.47165 2.03222  0.174
C: -3.68981 -4.48588 1.79372  -0.087
C: -2.44318 -4.81465 1.27052  -0.089
F: -2.14511 -6.10625 0.92853  0.126
C: -1.52862 -3.83137 0.99293  -0.088
F: -0.36699 -4.14224 0.39953  0.141
C: -1.78624 -2.41700 1.15491  -0.173
O: -0.95874 -1.58677 0.59850  -0.136
C: -3.07355 -2.15744 1.78580  -0.076
F: -3.44213 -0.88790 2.00304  0.131
C: -3.99176 -3.16665 2.00910  -0.098
F: -5.27845 -2.87343 2.37307  0.126

Properties
- <S²>: 6.05
- HOMO (spin up / spin down): -10.09 / -11.75 eV
- E_LUMO (spin up / spin down): -3.1228 / -6.0995 eV
- Total charge: +1
- Kohn-Sham gap (spin up / spin down): 6.9688 / 5.6507 eV
- 2S+1: 5

=====

No. 3
Entry from the OMol25 dataset: a structure of composition C29H20ClIrN4O2 at a distorted geometry (ωB97M-V/def2-TZVPD).

Each line ends with the Löwdin charge.
CARTESIAN COORDINATES (ANGSTROEM)
Ir: -0.24737 0.80101 -0.07800  1.136
C: 0.80847 -1.77809 2.32786  0.124
C: -0.53678 -1.86021 2.40806  -0.271
C: -1.37656 -0.61581 2.52526  -0.202
C: -2.92723 -0.80806 2.58224  -0.154
C: -3.41443 -2.22233 2.63620  -0.141
C: -2.56064 -3.29089 2.46114  -0.012
C: -1.18884 -3.12600 2.32179  0.027
C: -4.79974 -2.44974 2.85402  -0.188
N: -5.92345 -2.60463 3.06280  0.176
H: 1.41393 -2.66450 2.18829  0.074
H: 1.32058 -0.82600 2.39493  0.058
H: -0.98318 0.02516 3.32235  0.148
H: -3.39874 -0.22389 3.38041  0.156
H: -2.97556 -4.29089 2.44821  0.123
H: -0.56558 -4.00140 2.18190  0.118
N: -1.36181 6.73427 1.19983  0.133
C: -1.10970 5.41997 0.98391  -0.314
C: -2.09429 4.44543 1.20223  0.002
C: -1.81216 3.12804 0.95804  -0.097
N: -0.60933 2.71442 0.50013  -0.150
C: 0.33485 3.64696 0.28750  -0.120
C: 0.13421 4.98424 0.51503  -0.007
H: -2.23704 7.03107 1.58859  0.105
H: -0.63672 7.41966 1.10173  0.104
H: -3.07764 4.72430 1.55781  0.117
H: -2.53749 2.35629 1.11036  0.090
H: 1.27284 3.27315 -0.10097  0.109
H: 0.93233 5.68803 0.32168  0.114
Cl: 1.98199 -2.15480 -7.67631  0.669
C: 1.59985 -1.52784 -6.10462  -0.665
C: 0.73232 -2.23449 -5.28586  -0.094
C: 0.42957 -1.73184 -4.03204  -0.005
C: 0.99119 -0.53263 -3.60918  -0.141
C: 1.85846 0.16491 -4.44268  -0.007
C: 2.16894 -0.33089 -5.69663  -0.095
C: 0.66863 0.01924 -2.27196  -0.584
O: 1.13247 1.12317 -1.85488  -0.106
O: -0.12507 -0.64757 -1.49296  -0.175
H: 0.30355 -3.16445 -5.63163  0.106
H: -0.24349 -2.26282 -3.37293  0.121
H: 2.28535 1.09618 -4.09543  0.121
H: 2.84228 0.19761 -6.35679  0.106
N: -8.08435 1.77268 -2.85824  0.147
C: -7.21924 1.44547 -2.17515  -0.191
C: -6.13756 1.03617 -1.32274  -0.240
C: -4.82561 1.06011 -1.79988  -0.020
C: -3.78680 0.67135 -0.97903  -0.016
C: -4.02748 0.25838 0.33982  -0.168
C: -5.34860 0.23229 0.79840  -0.013
C: -6.39495 0.61468 -0.02138  -0.020
C: -2.92760 -0.10388 1.22414  -0.177
C: -1.58251 0.09128 1.18218  -0.242
H: -4.63364 1.37518 -2.81698  0.120
H: -2.76762 0.66791 -1.35127  0.093
H: -5.56194 -0.09428 1.80241  0.096
H: -7.41354 0.58698 0.34196  0.121

Properties
- HOMO (spin up / spin down): -6.34 / -6.49 eV
- E_LUMO (spin up / spin down): -2.9061 / -2.8389 eV
- Kohn-Sham gap (spin up / spin down): 3.4290 / 3.6551 eV

=====

What did the third record say?
Entry from the OMol25 dataset: a structure of composition C29H20ClIrN4O2 at a distorted geometry (ωB97M-V/def2-TZVPD).

Each line ends with the Löwdin charge.
CARTESIAN COORDINATES (ANGSTROEM)
Ir: -0.24737 0.80101 -0.07800  1.136
C: 0.80847 -1.77809 2.32786  0.124
C: -0.53678 -1.86021 2.40806  -0.271
C: -1.37656 -0.61581 2.52526  -0.202
C: -2.92723 -0.80806 2.58224  -0.154
C: -3.41443 -2.22233 2.63620  -0.141
C: -2.56064 -3.29089 2.46114  -0.012
C: -1.18884 -3.12600 2.32179  0.027
C: -4.79974 -2.44974 2.85402  -0.188
N: -5.92345 -2.60463 3.06280  0.176
H: 1.41393 -2.66450 2.18829  0.074
H: 1.32058 -0.82600 2.39493  0.058
H: -0.98318 0.02516 3.32235  0.148
H: -3.39874 -0.22389 3.38041  0.156
H: -2.97556 -4.29089 2.44821  0.123
H: -0.56558 -4.00140 2.18190  0.118
N: -1.36181 6.73427 1.19983  0.133
C: -1.10970 5.41997 0.98391  -0.314
C: -2.09429 4.44543 1.20223  0.002
C: -1.81216 3.12804 0.95804  -0.097
N: -0.60933 2.71442 0.50013  -0.150
C: 0.33485 3.64696 0.28750  -0.120
C: 0.13421 4.98424 0.51503  -0.007
H: -2.23704 7.03107 1.58859  0.105
H: -0.63672 7.41966 1.10173  0.104
H: -3.07764 4.72430 1.55781  0.117
H: -2.53749 2.35629 1.11036  0.090
H: 1.27284 3.27315 -0.10097  0.109
H: 0.93233 5.68803 0.32168  0.114
Cl: 1.98199 -2.15480 -7.67631  0.669
C: 1.59985 -1.52784 -6.10462  -0.665
C: 0.73232 -2.23449 -5.28586  -0.094
C: 0.42957 -1.73184 -4.03204  -0.005
C: 0.99119 -0.53263 -3.60918  -0.141
C: 1.85846 0.16491 -4.44268  -0.007
C: 2.16894 -0.33089 -5.69663  -0.095
C: 0.66863 0.01924 -2.27196  -0.584
O: 1.13247 1.12317 -1.85488  -0.106
O: -0.12507 -0.64757 -1.49296  -0.175
H: 0.30355 -3.16445 -5.63163  0.106
H: -0.24349 -2.26282 -3.37293  0.121
H: 2.28535 1.09618 -4.09543  0.121
H: 2.84228 0.19761 -6.35679  0.106
N: -8.08435 1.77268 -2.85824  0.147
C: -7.21924 1.44547 -2.17515  -0.191
C: -6.13756 1.03617 -1.32274  -0.240
C: -4.82561 1.06011 -1.79988  -0.020
C: -3.78680 0.67135 -0.97903  -0.016
C: -4.02748 0.25838 0.33982  -0.168
C: -5.34860 0.23229 0.79840  -0.013
C: -6.39495 0.61468 -0.02138  -0.020
C: -2.92760 -0.10388 1.22414  -0.177
C: -1.58251 0.09128 1.18218  -0.242
H: -4.63364 1.37518 -2.81698  0.120
H: -2.76762 0.66791 -1.35127  0.093
H: -5.56194 -0.09428 1.80241  0.096
H: -7.41354 0.58698 0.34196  0.121

Properties
- HOMO (spin up / spin down): -6.34 / -6.49 eV
- E_LUMO (spin up / spin down): -2.9061 / -2.8389 eV
- Kohn-Sham gap (spin up / spin down): 3.4290 / 3.6551 eV

=====

Copy entry 2 word for word.
Entry from the OMol25 dataset: a structure of composition C29H20ClF5OOsP at a distorted geometry (ωB97M-V/def2-TZVPD).

Each line ends with the Löwdin charge.
CARTESIAN COORDINATES (ANGSTROEM)
C: -1.14798 1.16998 1.00119  -0.153
C: -0.05358 2.05444 0.76976  -0.220
C: 0.17875 2.12707 -0.65961  -0.251
H: 0.43183 2.58183 1.59859  0.108
C: -0.78991 1.24205 -1.30292  -0.222
C: -1.53816 0.60176 -0.27141  -0.231
H: -2.36845 -0.05950 -0.42408  0.124
H: -1.74224 1.02579 1.90189  0.124
H: 0.91125 2.72569 -1.20580  0.113
H: -1.05472 1.07806 -2.34757  0.133
Os: 0.55052 0.14062 -0.08349  1.113
Cl: 0.91786 -1.46541 -1.70629  0.003
P: 3.08157 0.87536 -0.30014  1.034
C: 3.71717 2.19576 -1.49555  -0.351
C: 4.67637 3.21504 -1.21779  -0.071
H: 5.08328 3.37555 -0.20483  0.111
C: 5.15281 4.05062 -2.24426  -0.073
H: 5.82706 4.85880 -1.98778  0.108
C: 4.77463 3.88763 -3.57396  -0.063
H: 5.13528 4.56666 -4.36100  0.119
C: 3.90797 2.82535 -3.85927  -0.075
H: 3.61270 2.66311 -4.88154  0.103
C: 3.39384 1.98652 -2.86331  -0.106
H: 2.76246 1.13006 -3.15379  0.108
C: 3.85149 1.69202 1.19775  -0.349
C: 3.09979 2.76610 1.74493  -0.122
H: 2.16041 3.09942 1.26538  0.079
C: 3.55098 3.44472 2.87529  -0.076
H: 2.90755 4.18651 3.31410  0.103
C: 4.79534 3.16921 3.45149  -0.064
H: 5.12606 3.69109 4.35849  0.117
C: 5.59427 2.21112 2.83319  -0.070
H: 6.57554 2.00003 3.23719  0.108
C: 5.16208 1.48239 1.71233  -0.063
H: 5.86042 0.76542 1.24764  0.111
C: 4.53403 -0.28352 -0.61798  -0.349
C: 5.74364 0.00346 -1.31374  -0.068
H: 5.91578 0.96917 -1.82043  0.110
C: 6.77188 -0.95362 -1.36778  -0.073
H: 7.65915 -0.72870 -1.94546  0.107
C: 6.68386 -2.18384 -0.71951  -0.062
H: 7.49201 -2.92560 -0.78549  0.118
C: 5.51544 -2.43658 0.00916  -0.075
H: 5.41548 -3.37473 0.52535  0.102
C: 4.46107 -1.52172 0.06961  -0.115
H: 3.56793 -1.75624 0.67359  0.099
F: -4.57098 -5.47165 2.03222  0.174
C: -3.68981 -4.48588 1.79372  -0.087
C: -2.44318 -4.81465 1.27052  -0.089
F: -2.14511 -6.10625 0.92853  0.126
C: -1.52862 -3.83137 0.99293  -0.088
F: -0.36699 -4.14224 0.39953  0.141
C: -1.78624 -2.41700 1.15491  -0.173
O: -0.95874 -1.58677 0.59850  -0.136
C: -3.07355 -2.15744 1.78580  -0.076
F: -3.44213 -0.88790 2.00304  0.131
C: -3.99176 -3.16665 2.00910  -0.098
F: -5.27845 -2.87343 2.37307  0.126

Properties
- <S²>: 6.05
- HOMO (spin up / spin down): -10.09 / -11.75 eV
- E_LUMO (spin up / spin down): -3.1228 / -6.0995 eV
- Total charge: +1
- Kohn-Sham gap (spin up / spin down): 6.9688 / 5.6507 eV
- 2S+1: 5